Entry 1:
# C25H28Cl2N2O5S

A cluster of 2 separate species, C25H28Cl2N2O5S in total (ωB97M-V with the def2-TZVPD basis set, the OMol25 dataset).

Each line ends with the Löwdin charge.
Geometry (Å):
O (-4.016, 4.814, -1.865)  0.04
O (-3.693, 0.065, -1.247)  0.01
O (2.380, -5.392, 3.937)  -0.53
Cl (-1.375, -1.767, 0.409)  0.74
Cl (2.538, -0.491, 1.537)  0.74
O (1.129, -1.509, -4.005)  0.06
O (7.468, -1.783, 1.315)  0.06
C (-3.733, 4.690, -0.682)  -0.58
C (-4.003, 1.167, -0.810)  -0.43
C (-0.109, -4.192, 1.890)  -0.11
C (1.075, -3.530, 1.295)  -0.20
C (0.048, -4.605, 3.196)  -0.20
C (2.167, -3.509, 2.160)  -0.28
C (2.157, -2.779, -2.263)  0.01
C (5.914, -3.533, 1.823)  -0.01
C (0.026, -1.729, -1.894)  -0.04
C (5.134, -1.289, 1.410)  -0.02
C (2.136, -3.283, -0.958)  0.00
C (4.594, -3.946, 2.033)  -0.01
C (-0.007, -2.223, -0.585)  -0.55
C (3.810, -1.690, 1.617)  -0.56
C (1.104, -2.001, -2.733)  -0.31
C (6.184, -2.201, 1.511)  -0.31
C (1.059, -3.014, -0.096)  -0.22
C (3.534, -3.033, 1.921)  -0.27
N (-5.233, 1.277, -0.285)  0.04
N (-3.275, 3.556, -0.149)  0.09
S (1.670, -4.108, 3.795)  0.97
C (-3.910, 5.855, 0.263)  0.01
C (-5.992, 2.453, 0.138)  -0.07
C (0.921, 2.355, -0.406)  -0.09
C (-0.306, 3.085, -2.429)  -0.06
C (-0.423, 2.875, -0.918)  -0.42
C (-1.541, 1.876, -0.555)  -0.13
C (-2.977, 2.332, -0.910)  -0.17
H (0.312, -1.016, -4.182)  0.11
H (8.084, -2.517, 1.469)  0.11
H (-1.015, -4.376, 1.322)  0.09
H (-0.680, -5.151, 3.785)  0.08
H (2.996, -2.988, -2.919)  0.12
H (6.718, -4.255, 1.915)  0.11
H (-0.803, -1.121, -2.240)  0.11
H (5.352, -0.253, 1.178)  0.12
H (2.968, -3.891, -0.616)  0.12
H (4.386, -4.983, 2.286)  0.12
H (-5.734, 0.401, -0.287)  0.14
H (-3.082, 3.547, 0.838)  0.15
H (-4.691, 5.621, 0.984)  0.08
H (-2.971, 6.053, 0.777)  0.08
H (-4.198, 6.734, -0.314)  0.09
H (-6.021, 3.188, -0.669)  0.08
H (-5.551, 2.894, 1.031)  0.07
H (-7.018, 2.160, 0.367)  0.09
H (1.709, 3.069, -0.644)  0.08
H (1.154, 1.394, -0.865)  0.07
H (0.880, 2.231, 0.676)  0.07
H (0.541, 3.737, -2.645)  0.08
H (-1.206, 3.566, -2.811)  0.07
H (-0.160, 2.130, -2.932)  0.08
H (-0.616, 3.835, -0.440)  0.13
H (-1.327, 0.941, -1.073)  0.09
H (-1.500, 1.671, 0.516)  0.12
H (-2.983, 2.587, -1.969)  0.14

Calculated values
Multiplicity: 1

Entry 2:
# C16H13ClF3N2O4S3

A structure of composition C16H13ClF3N2O4S3 (ωB97M-V with the def2-TZVPD basis set, the OMol25 dataset).

Each line ends with the Löwdin charge.
Geometry (Å):
N (-5.791, 4.086, -0.454)  0.13
C (-4.649, 3.838, -0.472)  -0.18
C (-3.246, 3.495, -0.423)  -0.24
C (-2.872, 2.154, -0.264)  -0.03
C (-1.537, 1.815, -0.054)  -0.05
C (-0.596, 2.835, 0.080)  -0.25
S (1.102, 2.376, 0.547)  0.60
C (1.226, 1.342, 2.051)  -0.86
Cl (0.591, 2.162, 3.424)  0.58
O (1.571, 1.485, -0.496)  -0.35
O (1.771, 3.631, 0.809)  -0.35
C (-0.920, 4.144, -0.301)  -0.04
C (-2.254, 4.478, -0.530)  -0.03
H (-3.637, 1.376, -0.311)  0.12
H (-1.235, 0.771, 0.012)  0.12
H (0.664, 0.425, 1.823)  0.01
H (-0.142, 4.897, -0.404)  0.11
H (-2.536, 5.500, -0.789)  0.12
C (1.628, -3.222, 2.134)  -0.21
N (2.318, -2.843, 3.344)  -0.40
S (1.719, -1.062, 3.661)  1.15
C (0.493, -1.602, 4.859)  -0.80
F (0.894, -2.497, 5.794)  0.09
F (0.088, -0.471, 5.530)  0.04
F (-0.589, -2.134, 4.211)  0.05
S (3.990, -3.407, 3.430)  0.68
C (4.731, -1.847, 2.993)  -0.33
C (4.635, -1.483, 1.635)  -0.08
C (4.023, -0.278, 1.318)  -0.08
C (3.538, 0.477, 2.361)  -0.22
C (4.035, 0.319, 3.659)  -0.17
C (4.703, -0.866, 3.991)  -0.12
O (4.338, -3.750, 4.786)  -0.30
O (4.190, -4.322, 2.336)  -0.31
H (0.605, -3.428, 2.428)  0.07
H (1.652, -2.450, 1.356)  0.08
H (2.069, -4.135, 1.762)  0.07
H (4.926, -2.207, 0.888)  0.11
H (3.824, -0.012, 0.276)  0.11
H (2.532, 1.148, 2.177)  -0.06
H (3.821, 1.053, 4.446)  0.11
H (5.157, -1.043, 4.968)  0.11

Calculated values
Multiplicity: 1
Net charge: -1

Entry 3:
# C18H53BrN3O7S7

A cluster of 8 separate species, C18H53BrN3O7S7 in total (ωB97M-V with the def2-TZVPD basis set, the OMol25 dataset).

Each line ends with the Löwdin charge.
Geometry (Å):
C (4.025, -0.087, -0.158)  -0.12
C (3.944, 1.146, -1.048)  -0.27
C (3.235, 2.370, -0.495)  -0.66
Br (3.687, 2.685, 1.410)  0.73
N (1.804, 2.412, -0.777)  0.04
C (1.089, 1.319, -0.321)  -0.44
N (0.738, 1.128, 0.977)  0.20
N (0.712, 0.460, -1.218)  0.28
H (4.189, -0.946, -0.795)  0.08
H (3.129, -0.294, 0.414)  0.05
H (4.847, -0.041, 0.537)  0.04
H (4.964, 1.466, -1.213)  0.11
H (3.560, 0.911, -2.029)  0.10
H (3.638, 3.229, -0.995)  0.06
H (1.435, 3.247, -0.308)  0.10
H (0.950, 1.956, 1.522)  0.08
H (1.173, 0.319, 1.411)  0.12
H (0.585, -0.528, -1.009)  0.08
H (0.519, 0.777, -2.158)  0.15
C (-0.392, 4.889, -3.269)  -0.27
S (0.985, 5.779, -2.545)  0.82
O (1.251, 5.163, -1.207)  -0.57
C (0.099, 7.314, -2.250)  -0.26
H (-0.059, 3.878, -3.490)  0.03
H (-1.225, 4.858, -2.567)  0.05
H (-0.691, 5.380, -4.194)  0.07
H (-0.762, 7.127, -1.610)  0.06
H (-0.219, 7.730, -3.206)  0.06
H (0.780, 8.005, -1.759)  0.05
C (4.803, 2.403, -4.895)  -0.26
S (3.962, 3.723, -4.011)  0.78
O (2.772, 4.103, -4.815)  -0.55
C (5.219, 4.976, -4.286)  -0.25
H (4.159, 1.526, -4.880)  0.05
H (4.981, 2.708, -5.926)  0.06
H (5.745, 2.173, -4.397)  0.06
H (5.368, 5.114, -5.356)  0.06
H (6.148, 4.669, -3.807)  0.06
H (4.867, 5.904, -3.840)  0.05
C (-0.788, -2.655, 2.134)  -0.26
S (-0.573, -3.280, 0.473)  0.86
O (-0.294, -2.100, -0.411)  -0.59
C (-2.291, -3.721, 0.215)  -0.25
H (0.172, -2.280, 2.485)  0.05
H (-1.522, -1.849, 2.132)  0.07
H (-1.124, -3.467, 2.783)  0.03
H (-2.919, -2.840, 0.343)  0.06
H (-2.567, -4.491, 0.934)  0.05
H (-2.391, -4.105, -0.798)  0.06
C (7.241, -1.866, 2.495)  -0.27
S (7.704, -1.337, 0.840)  0.78
O (6.995, -2.224, -0.120)  -0.56
C (9.409, -1.897, 0.926)  -0.27
H (6.185, -1.645, 2.635)  0.04
H (7.408, -2.938, 2.598)  0.06
H (7.829, -1.316, 3.230)  0.06
H (9.432, -2.967, 1.130)  0.06
H (9.931, -1.347, 1.709)  0.06
H (9.875, -1.695, -0.035)  0.05
C (-2.870, 1.735, -1.008)  -0.26
S (-2.712, 1.311, -2.750)  0.79
O (-2.370, 2.564, -3.474)  -0.55
C (-4.457, 0.987, -3.021)  -0.26
H (-1.887, 2.018, -0.638)  0.03
H (-3.558, 2.573, -0.896)  0.06
H (-3.230, 0.868, -0.454)  0.05
H (-5.035, 1.877, -2.771)  0.06
H (-4.768, 0.143, -2.405)  0.06
H (-4.592, 0.742, -4.072)  0.05
C (-5.153, -5.633, 3.543)  -0.26
S (-3.665, -5.704, 4.543)  0.83
O (-2.805, -4.552, 4.145)  -0.57
C (-2.974, -7.168, 3.761)  -0.27
H (-5.725, -4.753, 3.838)  0.02
H (-4.888, -5.558, 2.487)  0.05
H (-5.749, -6.528, 3.721)  0.06
H (-2.847, -6.990, 2.692)  0.05
H (-3.640, -8.014, 3.928)  0.06
H (-2.008, -7.369, 4.218)  0.05
C (-9.054, -2.664, 2.509)  -0.27
S (-7.954, -1.707, 3.560)  0.81
O (-6.884, -2.629, 4.027)  -0.56
C (-9.111, -1.514, 4.921)  -0.27
H (-8.507, -2.932, 1.607)  0.05
H (-9.366, -3.569, 3.030)  0.06
H (-9.920, -2.059, 2.242)  0.05
H (-9.418, -2.495, 5.283)  0.06
H (-9.975, -0.943, 4.582)  0.06
H (-8.604, -0.972, 5.716)  0.05

Calculated values
Multiplicity: 1
Net charge: +1

Entry 4:
# C6H9N

A structure of composition C6H9N (ωB97M-V with the def2-TZVPD basis set, the OMol25 dataset).

Each line ends with the Löwdin charge.
Geometry (Å):
C (-2.791, 0.187, -0.458)  -0.04
C (-2.156, -0.860, 0.006)  -0.01
C (0.039, 0.710, 0.489)  -0.35
C (-1.389, 0.135, -0.807)  -0.14
C (2.116, -0.333, -0.538)  -0.07
C (1.092, -0.184, 0.673)  -0.25
N (-0.198, 1.776, 1.019)  0.12
H (-3.606, 0.790, -0.806)  0.09
H (-2.041, -1.640, 0.671)  0.07
H (-0.920, -0.108, -1.765)  0.08
H (2.740, 0.513, -0.868)  0.08
H (1.508, -0.645, -1.374)  0.05
H (2.699, -1.198, -0.243)  0.06
H (1.696, -0.069, 1.632)  0.13
H (0.686, -1.226, 0.751)  0.12
H (0.525, 2.152, 1.618)  0.05

Calculated values
Multiplicity: 1

Entry 5:
# C22H23BF7N7NiO2Se

A structure of composition C22H23BF7N7NiO2Se (ωB97M-V with the def2-TZVPD basis set, the OMol25 dataset).

Each line ends with the Löwdin charge.
Geometry (Å):
Ni (0.011, 1.363, 0.833)  0.36
N (1.922, -0.203, 2.483)  0.13
C (0.827, 0.182, 3.235)  -0.26
C (0.669, -0.328, 4.528)  0.01
C (-0.368, 0.132, 5.302)  -0.05
C (-1.219, 1.112, 4.792)  -0.04
C (-1.026, 1.530, 3.500)  -0.08
N (-0.048, 1.043, 2.715)  0.04
C (2.650, 0.625, 1.646)  -0.29
C (4.023, 0.412, 1.483)  0.00
C (4.738, 1.310, 0.728)  -0.05
C (4.091, 2.415, 0.175)  -0.05
C (2.732, 2.528, 0.354)  -0.09
N (2.016, 1.618, 1.035)  0.08
H (2.399, -1.029, 2.802)  0.13
H (1.374, -1.058, 4.902)  0.12
H (-0.506, -0.250, 6.305)  0.11
H (-2.026, 1.524, 5.378)  0.11
H (-1.669, 2.261, 3.029)  0.13
H (4.499, -0.435, 1.958)  0.12
H (5.802, 1.169, 0.588)  0.11
H (4.628, 3.165, -0.387)  0.11
H (2.158, 3.357, -0.042)  0.11
N (0.123, 1.510, -1.111)  0.03
C (-0.597, 2.677, -1.668)  -0.26
C (-0.306, 2.902, -3.146)  -0.15
C (-0.468, 1.697, -4.075)  -0.18
C (-1.879, 1.116, -4.186)  -0.15
N (-2.328, 0.333, -3.035)  0.10
C (-1.901, -0.893, -2.740)  -0.46
N (-2.390, -1.532, -1.676)  0.22
N (-1.022, -1.528, -3.523)  0.21
C (-0.235, 3.937, -0.802)  -0.67
O (-0.080, 4.994, -1.418)  0.00
O (-0.137, 3.711, 0.432)  -0.06
H (1.112, 1.590, -1.339)  0.11
H (-0.168, 0.628, -1.526)  0.02
H (-1.659, 2.498, -1.499)  0.13
H (0.715, 3.280, -3.240)  0.12
H (-0.940, 3.724, -3.483)  0.12
H (0.243, 0.912, -3.795)  0.10
H (-0.181, 2.008, -5.083)  0.12
H (-1.966, 0.486, -5.075)  0.12
H (-2.600, 1.924, -4.310)  0.13
H (-2.880, 0.790, -2.326)  0.13
H (-2.965, -1.008, -1.034)  0.10
H (-1.781, -2.219, -1.249)  0.06
H (-0.494, -0.979, -4.179)  0.10
H (-0.496, -2.273, -3.070)  0.06
F (-1.672, -6.686, 1.927)  0.12
C (-1.101, -5.625, 1.354)  -0.15
C (-0.360, -4.731, 2.108)  -0.15
F (-0.213, -4.939, 3.420)  0.12
C (0.224, -3.633, 1.507)  -0.25
F (0.939, -2.827, 2.309)  0.06
C (0.112, -3.353, 0.145)  -0.56
Se (0.950, -1.852, -0.670)  0.62
C (-0.639, -4.285, -0.569)  -0.26
F (-0.836, -4.127, -1.903)  0.03
C (-1.239, -5.394, 0.000)  -0.15
F (-1.950, -6.240, -0.751)  0.12
F (-2.720, 0.883, -0.206)  0.09
B (-1.725, 0.548, 0.689)  -0.60
F (-2.164, -0.466, 1.455)  0.15

Calculated values
Multiplicity: 1

Entry 6:
# C4H7NO

The molecule C4H7NO (ωB97M-V with the def2-TZVPD basis set, the OMol25 dataset).

Each line ends with the Löwdin charge.
Geometry (Å):
C (1.587, 0.455, 0.077)  -0.05
C (0.262, 0.020, -0.512)  -0.34
C (-0.482, -1.079, 0.279)  -0.17
N (-1.846, -0.571, 0.456)  0.06
C (-1.819, 0.618, 0.024)  -0.24
O (-0.677, 1.123, -0.494)  -0.03
H (2.026, 1.278, -0.495)  0.08
H (1.456, 0.779, 1.114)  0.09
H (2.290, -0.386, 0.064)  0.09
H (0.387, -0.261, -1.565)  0.14
H (-0.495, -2.039, -0.246)  0.11
H (-0.030, -1.244, 1.266)  0.11
H (-2.658, 1.308, 0.031)  0.13

Calculated values
Multiplicity: 1
SMILES: C[C@H]1CN=CO1

no.,gap between HOMO and LUMO (eV),E_HOMO (eV)
1,8.027,-8.28
2,6.034,-3.98
3,7.940,-10.65
4,8.605,-7.60
5,7.303,-7.06
6,10.586,-9.56